[1]
{"formula": "C4H15NO3", "method": "ωB97M-V/def2-TZVPD", "species": ["C", "C", "C", "C", "N", "H", "H", "H", "H", "H", "H", "H", "H", "H", "O", "H", "H", "O", "H", "H", "O", "H", "H"], "coordinates": [[2.909, -0.458, 0.018], [2.094, 0.862, -0.021], [0.887, 0.716, -0.888], [-0.306, 0.362, -0.418], [-1.378, -0.058, -1.250], [3.609, -0.526, 0.857], [3.423, -0.617, -0.923], [2.198, -1.249, 0.244], [1.834, 1.069, 1.023], [2.756, 1.684, -0.268], [1.076, 0.649, -1.958], [-0.615, 0.484, 0.603], [-2.262, 0.374, -0.960], [-1.233, 0.263, -2.202], [-0.192, 2.608, 2.414], [-0.710, 2.712, 1.609], [0.576, 3.175, 2.281], [-2.016, -1.601, 1.255], [-1.497, -2.213, 0.708], [-1.990, -2.035, 2.116], [-3.329, -2.258, -1.185], [-3.283, -2.194, -2.155], [-2.551, -1.751, -0.901]], "lowdin_charge": [-0.11, -0.27, -0.14, -0.21, 0.01, 0.07, 0.06, 0.06, 0.09, 0.09, 0.11, 0.09, 0.10, 0.09, -0.06, 0.03, 0.04, -0.06, 0.05, 0.05, -0.09, 0.04, -0.04], "smiles": "CC/C=C/N.O.O.O", "total_charge": 0, "relative_energy_kj_mol": 99.9, "homo_ev": -8.55, "spin_multiplicity": 1}

***

[2]
{"formula": "C4H15NO3", "method": "ωB97M-V/def2-TZVPD", "species": ["C", "C", "N", "C", "C", "H", "H", "H", "H", "H", "H", "H", "H", "H", "O", "H", "H", "O", "H", "H", "O", "H", "H"], "coordinates": [[-1.710, -0.848, -1.917], [-1.237, 0.085, -1.064], [0.100, 0.581, -1.278], [0.358, 1.697, -0.364], [0.541, 3.077, -0.966], [-2.519, -1.537, -1.789], [-1.350, -0.742, -2.952], [-1.599, 0.354, -0.030], [0.302, 0.799, -2.250], [-0.463, 1.900, 0.342], [1.311, 1.452, 0.190], [0.702, 3.232, -2.065], [-0.252, 3.767, -0.766], [1.444, 3.618, -0.602], [1.816, -2.636, -0.466], [1.393, -2.653, -1.339], [1.624, -1.688, -0.300], [-1.105, 0.372, 3.243], [-0.204, 0.220, 2.946], [-1.608, -0.441, 3.164], [0.661, -1.745, 1.847], [1.460, -1.773, 2.383], [0.724, -2.451, 1.194]], "lowdin_charge": [-0.03, -0.21, -0.06, -0.29, -0.12, 0.03, 0.05, 0.12, 0.11, 0.10, 0.12, 0.08, 0.05, 0.08, -0.08, 0.05, 0.03, -0.07, 0.00, 0.03, -0.06, 0.05, 0.01], "smiles": "C=CNCC.O.O.O", "total_charge": 0, "relative_energy_kj_mol": 192.5, "homo_ev": -8.34, "spin_multiplicity": 1}

***

[3]
{"formula": "C4H15NOSi2", "method": "ωB97M-V/def2-TZVPD", "species": ["C", "C", "C", "C", "N", "O", "Si", "Si", "H", "H", "H", "H", "H", "H", "H", "H", "H", "H", "H", "H", "H", "H", "H"], "coordinates": [[2.309, 0.783, 2.070], [-1.633, 0.906, -1.624], [-3.313, -0.044, 0.817], [2.265, -0.652, -1.858], [-0.780, -1.338, -0.042], [2.372, 0.354, 0.741], [-1.547, 0.168, 0.122], [1.952, -0.978, -0.038], [2.947, 0.166, 2.703], [1.282, 0.734, 2.435], [2.657, 1.815, 2.101], [-2.261, 0.299, -2.270], [-2.042, 1.911, -1.618], [-0.645, 0.950, -2.071], [-3.282, -0.428, 1.833], [-3.865, 0.891, 0.835], [-3.876, -0.751, 0.216], [1.694, -1.352, -2.458], [1.946, 0.353, -2.122], [3.314, -0.756, -2.124], [-0.867, -1.984, 0.733], [-0.912, 1.190, 1.007], [2.283, -2.236, 0.612]], "lowdin_charge": [-0.13, -0.22, -0.23, -0.19, -0.20, -0.31, 0.29, 0.74, 0.09, 0.08, 0.09, 0.02, 0.01, -0.01, 0.01, 0.01, 0.02, 0.03, 0.03, 0.03, -0.07, -0.04, -0.03], "total_charge": 0, "relative_energy_kj_mol": 259.6, "homo_ev": -8.24, "spin_multiplicity": 1}

***

[4]
{"formula": "C4H15O4PSi2Zn", "method": "ωB97M-V/def2-TZVPD", "species": ["O", "C", "C", "C", "C", "Si", "O", "Si", "P", "O", "O", "H", "H", "H", "H", "H", "H", "H", "H", "H", "H", "H", "H", "H", "H", "H", "Zn"], "coordinates": [[3.411, -2.152, 0.339], [3.543, -0.978, -0.460], [2.725, 0.218, 0.226], [1.717, 0.837, -0.790], [0.614, 1.766, -0.133], [-0.672, 0.564, 0.657], [-2.044, 1.386, 1.261], [-3.098, 0.113, 1.745], [-4.305, -0.526, -0.052], [-3.450, 0.065, -1.425], [-4.064, -2.182, -0.131], [3.705, -1.955, 1.236], [4.599, -0.643, -0.529], [3.100, -1.242, -1.439], [2.253, -0.224, 1.128], [3.406, 1.029, 0.574], [1.162, -0.022, -1.306], [2.278, 1.366, -1.599], [0.076, 2.360, -0.948], [1.024, 2.484, 0.610], [0.055, -0.184, 1.703], [-1.054, -0.457, -0.368], [-3.897, 0.409, 2.929], [-2.218, -1.041, 2.050], [-4.078, 0.671, -1.856], [-3.969, -2.443, -1.064], [-0.817, 0.781, -2.359]], "lowdin_charge": [-0.06, -0.22, -0.16, -0.31, -0.31, 0.49, -0.42, 0.52, 0.94, -0.41, -0.25, 0.10, 0.13, 0.12, 0.09, 0.14, 0.06, 0.13, 0.05, 0.11, 0.03, -0.02, -0.01, -0.02, 0.07, 0.09, 1.13], "total_charge": 2, "homo_ev": -15.58, "spin_multiplicity": 1}

***

[5]
{"formula": "C4H16BeO9", "method": "ωB97M-V/def2-TZVPD", "species": ["Be", "C", "C", "O", "O", "H", "H", "H", "C", "C", "O", "O", "H", "H", "H", "O", "H", "H", "O", "H", "H", "O", "H", "H", "O", "H", "H", "O", "H", "H"], "coordinates": [[-0.101, 0.027, 0.251], [-4.344, -0.972, 0.411], [-2.953, -0.667, 0.894], [-2.581, 0.463, 0.881], [-2.125, -1.576, 1.155], [-5.098, -0.807, 1.181], [-4.469, -1.991, 0.046], [-4.663, -0.409, -0.465], [4.240, 0.538, -1.006], [2.814, 0.508, -0.530], [1.897, 0.319, -1.390], [2.617, 0.809, 0.640], [4.491, 1.560, -1.289], [4.471, -0.078, -1.875], [4.982, 0.329, -0.235], [0.006, 1.323, 2.400], [0.570, 1.132, 3.149], [-0.423, 2.148, 2.626], [0.215, -2.137, -0.908], [-0.378, -2.575, -1.519], [1.026, -2.644, -0.957], [1.417, -1.542, 1.640], [1.727, -2.400, 1.931], [1.719, -0.936, 2.316], [-0.470, 2.515, -0.459], [0.131, 3.183, -0.128], [-0.912, 2.935, -1.197], [-1.081, 0.215, -2.194], [-1.400, 1.082, -2.445], [-1.323, -0.352, -2.926]], "lowdin_charge": [1.01, -0.02, -0.83, -0.01, -0.05, 0.08, 0.07, 0.07, -0.03, -0.78, -0.06, -0.03, 0.08, 0.07, 0.07, -0.03, 0.05, 0.06, -0.04, 0.06, 0.06, -0.04, 0.06, 0.03, -0.03, 0.06, 0.05, -0.04, 0.04, 0.06], "total_charge": 0, "homo_ev": -8.21, "spin_multiplicity": 1}

***

[6]
{"formula": "C4H16Cl2CrO4", "method": "ωB97M-V/def2-TZVPD", "species": ["Cr", "Cl", "Cl", "C", "O", "H", "H", "H", "H", "C", "O", "H", "H", "H", "H", "C", "O", "H", "H", "H", "H", "C", "O", "H", "H", "H", "H"], "coordinates": [[23.113, 4.278, 16.576], [21.692, 2.405, 15.999], [24.409, 6.253, 17.107], [23.278, 3.897, 13.329], [23.421, 4.800, 14.423], [23.137, 2.908, 13.757], [22.377, 4.119, 12.752], [24.170, 3.905, 12.705], [23.706, 5.666, 14.119], [20.778, 6.253, 15.457], [21.228, 5.648, 16.683], [21.321, 7.184, 15.272], [20.953, 5.549, 14.654], [19.711, 6.485, 15.502], [20.822, 6.151, 17.394], [25.178, 1.778, 16.277], [25.059, 3.222, 16.365], [24.925, 1.316, 17.230], [24.505, 1.415, 15.508], [26.201, 1.493, 16.027], [25.927, 3.632, 16.376], [22.151, 4.117, 19.695], [22.961, 3.645, 18.614], [21.200, 3.579, 19.729], [22.667, 4.000, 20.647], [21.959, 5.170, 19.518], [23.257, 2.752, 18.810]], "lowdin_charge": [0.23, -0.06, -0.12, -0.13, -0.24, 0.03, 0.09, 0.09, 0.10, -0.11, -0.22, 0.09, 0.07, 0.09, 0.09, -0.11, -0.23, 0.08, 0.06, 0.09, 0.09, -0.09, -0.24, 0.09, 0.09, 0.08, 0.09], "s2": 6.01, "total_charge": 0, "relative_energy_kj_mol": 0.0, "homo_ev": [-7.39, -9.13], "spin_multiplicity": 5}

***

[7]
{"formula": "C4H16IN8O4", "method": "ωB97M-V/def2-TZVPD", "species": ["I", "C", "O", "N", "N", "H", "H", "H", "H", "C", "O", "N", "N", "H", "H", "H", "H", "C", "O", "N", "N", "H", "H", "H", "H", "C", "O", "N", "N", "H", "H", "H", "H"], "coordinates": [[1.105, -0.505, 0.569], [-2.716, -2.942, 2.301], [-3.507, -2.600, 1.427], [-3.166, -3.679, 3.375], [-1.353, -2.752, 2.260], [-2.566, -4.067, 4.080], [-4.082, -4.080, 3.384], [-0.977, -2.003, 1.690], [-0.969, -3.005, 3.152], [5.274, 0.874, 0.006], [6.366, 1.241, -0.448], [5.041, -0.432, 0.352], [4.233, 1.729, 0.190], [4.076, -0.740, 0.366], [5.793, -1.021, 0.047], [4.295, 2.722, 0.134], [3.323, 1.341, 0.385], [0.269, 0.620, -3.858], [-0.083, 1.050, -4.961], [-0.485, 0.750, -2.740], [1.434, -0.075, -3.682], [-1.398, 1.159, -2.815], [-0.196, 0.342, -1.871], [2.061, -0.178, -4.451], [1.640, -0.399, -2.752], [-2.859, 1.885, 0.037], [-2.818, 1.446, -1.120], [-3.814, 2.805, 0.339], [-2.027, 1.501, 1.031], [-3.827, 3.278, 1.222], [-4.385, 3.128, -0.416], [-1.335, 0.786, 0.839], [-2.346, 1.819, 1.925]], "lowdin_charge": [-0.10, -0.67, 0.01, 0.12, 0.15, 0.08, 0.09, -0.05, 0.08, -0.69, -0.03, 0.14, 0.15, -0.01, 0.09, 0.09, -0.04, -0.69, -0.03, 0.15, 0.14, 0.07, -0.04, 0.09, 0.04, -0.67, -0.01, 0.14, 0.16, 0.08, 0.10, -0.04, 0.09], "total_charge": -1, "relative_energy_kj_mol": 61.3, "homo_ev": -5.44, "spin_multiplicity": 1}

***

[8]
{"formula": "C4H16KN8O4", "method": "ωB97M-V/def2-TZVPD", "species": ["K", "C", "O", "N", "N", "H", "H", "H", "H", "C", "O", "N", "N", "H", "H", "H", "H", "C", "O", "N", "N", "H", "H", "H", "H", "C", "O", "N", "N", "H", "H", "H", "H"], "coordinates": [[0.391, -0.319, 0.274], [0.987, -2.267, -2.740], [0.183, -1.431, -2.339], [1.474, -3.248, -1.915], [1.487, -2.239, -4.011], [2.180, -3.871, -2.260], [0.918, -3.457, -1.098], [1.191, -1.418, -4.507], [1.890, -3.033, -4.470], [-0.762, -3.872, 1.196], [-0.389, -3.149, 0.269], [-0.764, -5.236, 1.134], [-1.290, -3.375, 2.349], [-0.528, -5.673, 0.258], [-0.371, -5.732, 1.920], [-1.820, -3.980, 2.951], [-1.094, -2.438, 2.639], [-1.988, 2.806, -0.597], [-1.446, 1.727, -0.802], [-2.303, 3.655, -1.619], [-2.287, 3.240, 0.661], [-2.651, 4.582, -1.442], [-1.854, 3.511, -2.505], [-2.003, 2.638, 1.413], [-2.506, 4.198, 0.864], [1.370, 3.113, 1.792], [0.790, 2.030, 1.718], [1.003, 4.208, 1.069], [2.446, 3.279, 2.607], [0.427, 4.052, 0.263], [1.568, 5.037, 1.123], [2.784, 2.523, 3.172], [2.964, 4.139, 2.634]], "lowdin_charge": [0.88, -0.67, -0.04, 0.16, 0.16, 0.10, 0.05, 0.11, 0.10, -0.63, -0.04, 0.16, 0.17, 0.11, 0.11, 0.11, 0.10, -0.68, -0.03, 0.16, 0.16, 0.10, 0.11, 0.10, 0.10, -0.66, -0.07, 0.17, 0.17, 0.10, 0.11, 0.11, 0.10], "total_charge": 1, "relative_energy_kj_mol": 28.2, "homo_ev": -12.36, "spin_multiplicity": 1}

***

[9]
{"formula": "C4H16N2O2", "method": "ωB97M-V/def2-TZVPD", "species": ["C", "C", "C", "N", "C", "N", "H", "H", "H", "H", "H", "H", "H", "H", "H", "H", "H", "H", "H", "H", "O", "H", "H", "O"], "coordinates": [[-1.434, -0.114, 0.209], [-0.903, 0.658, -0.930], [-1.997, 1.650, -1.419], [0.252, 1.457, -0.522], [1.535, 0.788, -0.470], [2.085, 0.135, -1.636], [-2.312, -0.617, -0.166], [-1.899, 0.451, 0.969], [-0.765, -0.879, 0.508], [-0.638, -0.039, -1.746], [-2.970, 1.163, -1.467], [-1.877, 2.044, -2.385], [-2.108, 2.527, -0.876], [0.380, 2.357, -0.987], [1.345, 0.109, 0.365], [2.117, 1.818, -0.043], [1.510, -0.645, -1.830], [2.264, 0.581, -2.510], [1.388, -2.493, 1.370], [1.220, -3.686, 0.459], [0.692, -3.058, 1.068], [-0.156, 0.031, 2.552], [-0.952, -1.314, 2.818], [-0.205, -0.746, 3.149]], "lowdin_charge": [-0.16, -0.47, -0.08, -0.10, -0.39, 0.00, 0.06, 0.07, 0.02, 0.11, 0.07, 0.04, 0.05, 0.09, 0.07, 0.15, 0.00, 0.04, -0.08, -0.03, -0.35, 0.01, 0.03, -0.15], "s2": 0.75, "total_charge": -1, "relative_energy_kj_mol": 178.3, "homo_ev": [1.03, -5.77], "spin_multiplicity": 2}

***

[10]
{"formula": "C4H16N2O2", "method": "ωB97M-V/def2-TZVPD", "species": ["C", "C", "C", "C", "N", "N", "H", "H", "H", "H", "H", "H", "H", "H", "H", "H", "H", "H", "H", "H", "O", "H", "H", "O"], "coordinates": [[-0.660, 0.920, 0.663], [-0.384, 0.500, -0.781], [-0.748, 1.580, -1.742], [-0.957, 2.914, -1.423], [-1.064, 1.084, -3.076], [-0.610, -0.281, 1.563], [0.118, 1.623, 0.947], [-1.641, 1.381, 0.747], [0.700, 0.277, -0.838], [-0.903, -0.439, -1.064], [-1.251, 3.744, -2.050], [-0.916, 3.276, -0.402], [-1.891, 0.422, -3.107], [-0.294, 0.535, -3.460], [-1.149, 1.848, -3.747], [0.363, -0.637, 1.604], [-0.795, 0.036, 2.511], [-1.132, -1.071, 1.190], [1.863, -1.827, 3.620], [1.521, -2.404, 2.262], [1.198, -1.767, 2.928], [3.322, -3.193, 0.533], [2.255, -4.241, 0.754], [2.423, -3.295, 0.885]], "lowdin_charge": [-0.16, -0.20, -0.45, -0.04, 0.14, 0.18, 0.14, 0.13, 0.12, 0.10, 0.02, 0.02, 0.14, 0.15, 0.16, 0.12, 0.17, 0.17, 0.07, 0.01, -0.07, 0.07, 0.07, -0.05], "s2": 0.76, "total_charge": 1, "relative_energy_kj_mol": 200.3, "homo_ev": [-6.82, -11.38], "spin_multiplicity": 2}

***

no.,F_max (hartree/bohr)
1,0.028
2,0.057
3,0.062
4,0.063
5,0.129
6,0.025
7,0.047
8,0.015
9,0.079
10,0.038